Entry 1:
Density functional theory data (ωB97M-V/def2-TZVPD) for a cluster of 2 separate species, C22H33FIN3O10P3 in total at a distorted geometry.

Geometry (Å):
C (5.080, -1.120, 2.032)
C (5.867, -1.586, 1.041)
C (5.351, -2.508, -0.026)
O (5.127, -3.660, 0.210)
O (5.190, -1.965, -1.253)
C (4.214, -0.895, -1.162)
C (3.688, -0.485, -2.523)
C (2.974, 0.872, -2.385)
C (1.765, 0.843, -1.430)
C (2.075, 1.346, -0.003)
C (1.346, 0.466, 1.034)
C (-0.160, 0.558, 0.797)
N (-0.576, 1.784, 0.669)
N (-1.922, 1.949, 0.486)
C (-2.313, 3.304, 0.356)
O (-2.345, 3.834, -0.707)
N (-2.626, 4.006, 1.576)
C (-1.476, 4.690, 2.039)
O (-0.548, 5.024, 1.408)
F (-1.523, 4.972, 3.335)
C (-2.893, 0.961, 0.465)
P (-4.687, 1.274, 0.283)
C (-5.200, 2.114, 1.865)
C (-5.008, 2.491, -1.069)
C (-6.430, 2.358, -1.636)
C (-2.470, -0.354, 0.622)
C (-3.480, -1.457, 0.669)
I (-3.251, -2.668, -1.139)
C (-3.403, -2.275, 1.992)
C (-3.722, -3.759, 1.873)
C (-1.015, -0.619, 0.779)
P (-0.343, -2.263, 0.994)
P (0.497, -3.019, -0.892)
O (1.949, -3.222, -0.871)
O (-0.204, -4.447, -1.155)
O (0.056, -2.054, -2.101)
H (4.462, -1.764, 2.653)
H (5.069, -0.061, 2.279)
H (6.922, -1.325, 1.002)
H (4.648, -0.031, -0.658)
H (3.372, -1.257, -0.573)
H (4.465, -0.451, -3.285)
H (2.941, -1.217, -2.835)
H (2.595, 1.149, -3.371)
H (3.701, 1.637, -2.105)
H (1.441, -0.194, -1.354)
H (0.920, 1.421, -1.806)
H (3.148, 1.286, 0.178)
H (1.774, 2.382, 0.128)
H (1.698, -0.554, 0.981)
H (1.520, 0.910, 2.017)
H (-3.296, 4.743, 1.362)
H (-6.240, 1.833, 2.016)
H (-5.071, 3.192, 1.860)
H (-4.634, 1.620, 2.652)
H (-4.927, 3.497, -0.646)
H (-4.267, 2.453, -1.863)
H (-6.725, 3.331, -2.031)
H (-7.169, 2.056, -0.898)
H (-6.433, 1.678, -2.484)
H (-4.490, -1.098, 0.592)
H (-2.473, -2.087, 2.514)
H (-4.199, -1.847, 2.612)
H (-4.639, -3.920, 1.310)
H (-3.926, -4.133, 2.880)
H (-2.902, -4.341, 1.462)
H (0.817, -2.144, 1.778)
H (-0.778, -4.394, -1.929)
H (-0.513, -1.350, -1.747)
C (8.380, -1.338, -2.241)
O (7.938, -0.359, -2.848)
O (8.865, -2.367, -2.793)
O (8.423, -1.443, -0.979)

Forces on the atoms, in the same order (eV/Å):
0.18 -0.06 0.08
-0.06 0.34 0.09
0.79 -1.70 1.43
-0.12 -0.39 -0.43
-0.48 0.49 0.37
0.02 0.22 -0.46
-0.43 0.06 0.35
-0.36 -0.08 -0.63
0.59 0.21 0.49
-0.03 -0.74 -0.05
-0.49 1.34 -0.45
-0.15 -0.45 0.16
0.59 -0.32 0.25
-1.10 0.42 0.16
0.60 -0.21 -0.56
-0.44 0.48 -0.29
0.20 0.17 0.33
0.21 -0.15 0.05
0.81 0.07 -0.58
-0.70 -0.07 0.49
0.19 -1.25 0.22
-0.24 -0.78 -0.08
0.04 -0.39 -0.71
-0.12 0.85 0.64
0.38 0.20 -0.35
0.28 0.77 -0.01
0.87 -0.36 0.93
-0.25 0.12 -0.17
-0.68 0.07 -0.48
-0.05 0.03 0.79
0.11 0.69 -0.32
-1.38 -0.60 0.32
1.46 -0.28 0.03
0.29 0.21 0.29
-0.35 0.52 -0.37
-0.51 -0.15 0.27
-1.28 0.10 -1.13
1.18 -0.22 1.04
-0.36 1.28 -1.14
0.25 -0.04 -0.03
0.01 -0.04 0.12
0.20 0.08 0.13
0.10 -0.16 -0.12
0.17 0.03 -0.10
-0.05 0.11 0.13
-0.11 -0.07 -0.08
0.02 -0.01 -0.22
0.05 0.01 0.10
0.00 0.07 -0.04
0.14 -0.06 0.07
0.11 -0.38 0.21
-0.21 -0.15 0.00
-0.14 0.26 0.01
0.00 0.05 0.27
0.16 0.26 0.12
0.12 0.04 -0.06
0.12 -0.26 0.05
-0.14 0.02 0.01
0.00 -0.12 0.04
-0.18 -0.28 0.16
-0.06 0.15 -0.42
0.13 -0.15 -0.06
0.06 0.17 0.05
0.06 -0.03 -0.23
0.11 -0.12 0.01
0.02 0.04 -0.21
0.16 0.21 -0.42
-0.16 -0.15 0.10
-0.11 0.02 -0.18
0.15 -0.42 0.29
-0.03 0.06 -0.01
-0.07 0.16 -0.20
-0.09 0.24 -0.04

Properties
Total charge: -1
HOMO-LUMO gap: 0.05050 hartree
Maximum force: 2.4 eV/Å
HOMO level: -3.2 eV

Entry 2:
Density functional theory data (ωB97M-V/def2-TZVPD) for a structure of composition C22H33INNi at a distorted geometry.

Geometry (Å):
Ni (0.064, 0.559, 0.908)
C (0.425, 1.358, -1.088)
C (1.001, 0.072, -0.931)
C (-0.114, -0.870, -0.779)
C (-1.291, -0.085, -0.801)
C (-0.989, 1.273, -1.037)
C (-1.967, 2.393, -1.320)
C (-3.393, 1.849, -1.416)
C (-1.920, 3.465, -0.224)
C (-1.583, 3.037, -2.661)
C (-0.207, -2.388, -0.950)
C (0.828, -3.195, -0.161)
C (-1.593, -2.880, -0.506)
C (-0.069, -2.691, -2.454)
C (2.528, -0.098, -0.810)
C (3.102, -0.968, -1.935)
C (3.206, 1.276, -0.931)
C (2.946, -0.671, 0.565)
H (0.971, 2.264, -1.294)
H (-2.292, -0.480, -0.753)
H (-3.720, 1.415, -0.467)
H (-3.475, 1.086, -2.194)
H (-4.080, 2.659, -1.666)
H (-2.179, 3.040, 0.749)
H (-2.636, 4.260, -0.448)
H (-0.927, 3.918, -0.158)
H (-1.583, 2.297, -3.465)
H (-0.592, 3.494, -2.617)
H (-2.303, 3.818, -2.913)
H (0.806, -2.939, 0.903)
H (1.839, -3.052, -0.533)
H (0.601, -4.259, -0.257)
H (-1.827, -2.562, 0.515)
H (-1.613, -3.971, -0.530)
H (-2.385, -2.529, -1.169)
H (0.902, -2.391, -2.842)
H (-0.839, -2.161, -3.020)
H (-0.193, -3.763, -2.628)
H (2.840, -0.557, -2.912)
H (2.755, -1.997, -1.893)
H (4.192, -0.987, -1.857)
H (2.996, 1.749, -1.892)
H (4.286, 1.143, -0.858)
H (2.899, 1.954, -0.129)
H (2.921, -1.755, 0.595)
H (2.310, -0.313, 1.377)
H (3.962, -0.353, 0.808)
I (0.542, 2.661, 2.452)
C (-0.057, 1.005, 3.602)
C (-0.121, 1.023, 4.977)
C (-0.518, -0.154, 5.600)
C (-0.823, -1.267, 4.831)
C (-0.729, -1.179, 3.456)
N (-0.351, -0.052, 2.843)
H (0.126, 1.913, 5.537)
H (-0.584, -0.196, 6.679)
H (-1.133, -2.196, 5.290)
H (-0.963, -2.018, 2.812)

Forces on the atoms, in the same order (eV/Å):
-0.64 -0.50 -1.11
-0.02 0.06 -0.08
0.31 -0.20 0.27
0.34 0.01 -0.01
-0.18 -0.01 -0.02
0.06 0.07 0.26
-0.02 0.04 0.08
-0.01 -0.03 0.02
0.00 0.00 -0.05
-0.02 -0.02 -0.03
0.03 0.01 0.17
-0.01 0.05 0.00
-0.01 -0.02 0.05
-0.04 -0.03 0.06
0.02 -0.02 -0.08
0.02 0.02 -0.02
-0.03 0.03 -0.04
-0.02 -0.03 -0.16
0.02 0.01 0.16
0.04 0.02 0.08
0.00 0.01 -0.05
-0.01 0.03 0.03
0.01 -0.02 0.01
0.00 0.02 -0.02
0.05 -0.02 0.00
-0.03 -0.01 0.02
0.00 0.04 0.03
-0.04 -0.02 -0.01
0.04 -0.03 0.00
0.02 -0.02 -0.04
-0.02 0.01 0.05
0.01 0.03 0.01
-0.01 -0.03 -0.06
-0.01 0.03 -0.01
0.01 -0.01 0.05
0.00 0.00 -0.01
0.02 -0.02 0.01
0.01 0.07 0.00
0.02 -0.02 0.03
-0.01 0.02 -0.01
-0.04 0.00 -0.02
0.01 0.00 0.04
-0.03 0.01 0.00
0.03 -0.02 -0.03
-0.03 -0.05 0.01
-0.10 0.14 0.12
0.00 -0.06 -0.05
0.08 0.13 0.47
0.06 0.16 0.04
-0.05 -0.08 0.06
0.01 0.03 -0.02
-0.01 -0.01 0.08
-0.06 -0.08 -0.16
0.15 0.28 -0.12
0.00 -0.02 0.00
0.00 0.00 -0.02
0.01 0.03 -0.03
0.03 0.02 -0.01

Properties
Spin multiplicity: 3
Total charge: +1
HOMO-LUMO gap (spin up / spin down): 0.28133 / 0.29140 hartree
Maximum force: 1.4 eV/Å
HOMO level (spin up / spin down): -10.9 / -12.0 eV

Entry 3:
Density functional theory data (ωB97M-V/def2-TZVPD) for a structure of composition C22H34AsO3RuS2.

Geometry (Å):
Ru (0.953, 0.545, 0.062)
C (1.717, 1.956, 3.286)
C (1.914, 1.887, 1.814)
C (1.070, 2.650, 0.952)
C (-0.008, 3.502, 1.544)
C (1.318, 2.668, -0.467)
C (0.437, 3.519, -1.333)
C (2.477, 2.006, -0.971)
C (2.929, 2.213, -2.382)
C (3.199, 1.099, -0.125)
C (4.370, 0.352, -0.685)
C (2.829, 0.945, 1.247)
C (3.463, -0.090, 2.125)
H (0.859, 1.346, 3.590)
H (1.510, 2.981, 3.588)
H (2.593, 1.605, 3.824)
H (0.454, 4.458, 1.817)
H (-0.436, 3.063, 2.439)
H (-0.819, 3.706, 0.854)
H (0.664, 3.424, -2.388)
H (0.576, 4.567, -1.056)
H (-0.614, 3.280, -1.174)
H (3.506, 3.145, -2.400)
H (2.105, 2.335, -3.077)
H (3.573, 1.419, -2.741)
H (5.078, 1.076, -1.096)
H (4.085, -0.313, -1.503)
H (4.892, -0.225, 0.068)
H (4.389, 0.301, 2.558)
H (3.711, -0.991, 1.569)
H (2.800, -0.365, 2.942)
C (-4.676, -4.635, 2.704)
C (-3.890, -3.445, 2.270)
C (-2.592, -3.600, 1.749)
C (-1.844, -2.509, 1.380)
C (-2.399, -1.229, 1.530)
C (-3.686, -1.043, 2.053)
C (-4.418, -2.155, 2.409)
S (-1.500, 0.152, 1.109)
O (-1.063, 0.126, -0.369)
O (-2.139, 1.357, 1.492)
O (-0.050, -0.039, 1.666)
H (-4.398, -5.526, 2.144)
H (-5.746, -4.464, 2.605)
H (-4.473, -4.833, 3.761)
H (-2.178, -4.595, 1.653)
H (-0.835, -2.637, 1.007)
H (-4.091, -0.048, 2.174)
H (-5.415, -2.028, 2.810)
C (0.368, -1.821, -4.611)
As (-0.451, -1.086, -3.044)
C (-1.383, 0.526, -3.487)
C (-1.575, -2.415, -2.253)
S (1.351, -0.664, -1.780)
H (-0.430, -2.128, -5.289)
H (0.965, -2.689, -4.336)
H (0.991, -1.068, -5.089)
H (-2.195, 0.249, -4.161)
H (-0.702, 1.197, -4.008)
H (-1.783, 0.980, -2.586)
H (-2.371, -2.621, -2.971)
H (-1.994, -2.053, -1.320)
H (-0.989, -3.319, -2.095)

Forces on the atoms, in the same order (eV/Å):
0.09 -0.42 -0.33
0.06 0.01 -0.03
-0.12 0.09 0.10
0.03 -0.15 -0.04
0.05 0.00 0.00
-0.13 0.05 0.15
0.06 -0.04 -0.03
0.11 -0.15 -0.15
-0.01 0.02 0.02
-0.08 -0.04 0.01
0.01 -0.02 0.02
-0.08 0.35 0.10
0.02 -0.03 -0.05
-0.01 -0.02 0.00
-0.02 0.01 0.00
-0.01 -0.01 0.00
-0.04 0.02 0.01
0.01 -0.01 0.02
0.01 0.01 -0.02
-0.02 0.01 0.01
0.00 0.01 0.00
-0.01 0.00 0.00
0.00 0.00 -0.01
0.01 0.00 0.00
-0.01 0.00 0.00
-0.01 0.01 0.01
0.01 0.00 0.01
-0.01 -0.02 0.00
0.00 0.01 0.00
0.00 0.00 -0.01
0.00 0.00 0.00
-0.02 -0.04 0.04
0.05 0.09 -0.03
-0.10 0.01 0.04
0.06 0.06 0.00
0.01 -0.02 0.00
0.06 0.07 -0.03
0.03 -0.11 -0.01
-0.13 -0.37 -0.48
-0.09 0.48 0.38
0.14 0.03 0.07
0.18 0.10 0.06
-0.01 0.00 0.01
0.00 -0.01 0.00
-0.01 0.00 -0.02
0.01 0.00 0.00
0.00 0.00 0.00
0.00 0.00 0.00
0.00 0.00 0.00
0.01 0.00 0.02
-0.07 0.01 -0.07
0.01 0.01 -0.01
0.00 -0.02 0.00
-0.03 0.03 0.25
0.00 0.00 0.00
0.00 0.00 -0.01
0.00 0.00 0.00
0.00 -0.01 0.01
0.01 0.00 0.01
-0.01 0.00 0.01
0.01 0.00 -0.01
-0.01 0.02 -0.01
0.00 0.01 0.00

Properties
Total charge: +3
HOMO-LUMO gap: 0.19536 hartree
Maximum force: 0.6 eV/Å
HOMO level: -17.3 eV

- Which of these has the highest maximum force?
  C22H33FIN3O10P3

- What is the maximum force in the first record?
  2.4 eV/Å

- total charge of number 2 (C22H33INNi)?
  +1

- Which value of total charge does entry 3 give?
  +3